Entry 1:
# C24H40Cl12O12

10 unconnected molecules or ions with the total composition C24H40Cl12O12 (the ωB97M-V functional and the def2-TZVPD basis, the OMol25 dataset).

Geometry (Å):
O  43.59883  -12.96674  -18.02813
C  42.93673  -13.92349  -18.25868
O  43.28725  -15.01724  -18.94760
C  42.22011  -15.98121  -18.89503
C  41.02962  -15.20572  -18.37029
O  41.61723  -13.95673  -17.96912
H  42.08551  -16.39659  -19.89016
H  42.54842  -16.79242  -18.24653
H  40.55799  -15.63851  -17.49285
H  40.28923  -15.06589  -19.15491
O  48.79100  -4.16389  -16.50255
C  47.84630  -4.78129  -16.89691
O  47.65983  -5.12438  -18.17835
C  46.44402  -5.77089  -18.43632
C  45.81705  -5.78352  -17.00325
O  46.81783  -5.18251  -16.16414
H  45.89001  -5.24144  -19.21438
H  46.55670  -6.79636  -18.79189
H  45.73073  -6.82039  -16.68394
H  44.86947  -5.26085  -16.90690
O  48.96037  -11.62034  -17.32457
C  49.39342  -12.03072  -16.29177
O  49.12517  -13.21900  -15.75672
C  49.67169  -13.31487  -14.44889
C  50.73163  -12.20936  -14.45550
O  50.18130  -11.33865  -15.44845
H  48.80894  -13.09156  -13.81972
H  50.24014  -14.24206  -14.39683
H  51.73166  -12.56510  -14.70550
H  50.76198  -11.64116  -13.53178
O  48.21102  -8.48555  -16.16336
C  47.29787  -9.24101  -16.24650
O  46.88339  -10.03557  -15.20881
C  46.04250  -11.11992  -15.69707
C  45.78797  -10.64250  -17.14411
O  46.48755  -9.43814  -17.28877
H  46.66641  -12.00441  -15.78638
H  45.15498  -11.20444  -15.08010
H  44.75153  -10.64838  -17.46899
H  46.30902  -11.39252  -17.74232
Cl  52.82534  -5.64141  -18.88641
C  53.08383  -5.52892  -17.12805
C  51.82939  -5.57568  -16.28686
Cl  50.58663  -6.83405  -16.60164
H  53.55650  -4.56569  -16.92960
H  53.87422  -6.23711  -16.87288
H  51.31692  -4.72755  -16.74435
H  52.07582  -5.54020  -15.23179
Cl  49.38614  -6.09452  -12.50143
C  48.65482  -7.65963  -12.75180
C  49.66800  -8.55762  -13.48819
Cl  50.87835  -9.22863  -12.34230
H  47.93164  -7.42418  -13.53459
H  48.25905  -7.97939  -11.79518
H  50.07684  -8.00971  -14.32375
H  49.12258  -9.42365  -13.85791
Cl  46.72907  -15.04413  -16.88272
C  46.74235  -14.27418  -18.51364
C  48.06306  -14.26053  -19.22946
Cl  48.45572  -15.97794  -19.66599
H  46.19332  -13.33467  -18.45273
H  46.05352  -14.84840  -19.13223
H  48.90203  -13.89479  -18.64312
H  48.02982  -13.62825  -20.11436
Cl  52.17411  -10.28802  -19.06882
C  50.53623  -9.70996  -18.78850
C  50.30137  -8.38476  -19.47573
Cl  48.62410  -7.85535  -19.36091
H  50.45455  -9.74607  -17.70313
H  49.81347  -10.46334  -19.10290
H  50.65088  -8.35916  -20.50724
H  50.85818  -7.57143  -19.02019
Cl  40.72010  -8.65638  -17.17225
C  41.58869  -10.10517  -16.64062
C  40.64531  -11.23014  -16.22090
Cl  39.58975  -11.80145  -17.55692
H  42.17175  -9.85643  -15.75505
H  42.22414  -10.50782  -17.42764
H  40.06150  -10.89620  -15.36765
H  41.30204  -12.06472  -15.97950
Cl  43.97881  -8.32378  -19.16048
C  42.75814  -7.56421  -20.19720
C  42.80561  -6.03149  -20.24350
Cl  41.97384  -5.37043  -18.85798
H  41.76835  -7.82029  -19.82448
H  42.89763  -8.07212  -21.14851
H  42.26152  -5.64317  -21.10558
H  43.80651  -5.63026  -20.39830

Computed properties:
ΔE to the lowest compared entry with this formula, charge and spin = 23.68 kcal per mole
E_tot = -7363.70878 a.u.
SMILES = O=C1OCCO1.O=C1OCCO1.O=C1OCCO1.O=C1OCCO1.ClCCCl.ClCCCl.ClCCCl.ClCCCl.ClCCCl.ClCCCl
charge = 0
HOMO = -9.814 eV
strongest force on any atom = 0.0422 Eh/bohr



Entry 2:
# C35H72F18N3O21PS6

10 unconnected molecules or ions with the total composition C35H72F18N3O21PS6 (the ωB97M-V functional and the def2-TZVPD basis, the OMol25 dataset).

Geometry (Å):
C  15.70135  -2.74900  -16.67963
C  16.13321  -2.18369  -18.00830
O  16.99677  -1.39893  -18.19904
N  15.37066  -2.75941  -19.14623
H  15.94233  -3.39204  -19.73584
H  14.75079  -3.44798  -18.69673
C  14.48681  -1.84010  -19.99956
H  16.22754  -2.18728  -15.91484
H  16.04472  -3.78675  -16.59999
H  14.63414  -2.80611  -16.47723
H  15.16553  -1.23456  -20.59225
H  13.84018  -1.30372  -19.30843
H  13.82391  -2.40184  -20.65481
C  20.47155  -2.65887  -19.75467
N  20.81187  -2.38563  -18.30306
C  20.33909  -0.99797  -17.88379
C  20.23263  -3.40974  -17.39227
C  22.32971  -2.38604  -18.27845
C  22.98598  -2.16716  -16.91822
O  22.96797  -3.32464  -16.12086
H  20.72715  -3.67196  -20.05702
H  20.92155  -1.88451  -20.36444
H  19.38301  -2.60040  -19.70692
H  20.68597  -0.29022  -18.63239
H  20.80485  -0.76939  -16.92997
H  19.25804  -1.06270  -17.79516
H  20.61183  -3.23792  -16.38627
H  20.54574  -4.37068  -17.79554
H  19.16063  -3.28741  -17.25377
H  22.60618  -1.49148  -18.83408
H  22.66751  -3.33445  -18.68864
H  22.65759  -1.21395  -16.48584
H  24.05017  -1.93283  -17.08091
H  23.72366  -3.33771  -15.53291
C  12.72740  -5.46444  -21.66840
N  11.82304  -6.63224  -21.31936
C  10.42584  -6.10580  -21.40258
C  12.00585  -7.66022  -22.42010
C  12.27391  -7.11423  -19.97247
C  11.31293  -8.05745  -19.27546
O  11.24803  -9.31037  -19.98964
H  12.45652  -5.11878  -22.66220
H  13.75213  -5.83502  -21.59142
H  12.70133  -4.63450  -20.96300
H  10.29860  -5.80609  -22.43941
H  10.20452  -5.31068  -20.69362
H  9.74199  -6.93324  -21.20058
H  11.20536  -8.36745  -22.21732
H  12.98549  -8.10844  -22.29676
H  11.83896  -7.13841  -23.35634
H  12.32628  -6.19992  -19.38900
H  13.30607  -7.46250  -20.01632
H  10.33409  -7.57993  -19.23198
H  11.71105  -8.24674  -18.27718
H  10.50211  -9.77125  -19.58999
C  15.73420  -6.64038  -15.96895
C  16.65788  -7.68759  -16.58137
C  15.88071  -8.86351  -17.09542
C  16.75374  -9.85218  -17.88298
P  15.91484  -11.00871  -18.98056
C  15.13079  -9.91404  -20.23513
C  14.71406  -10.53001  -21.57080
C  13.34188  -11.23810  -21.54917
C  13.09767  -12.04921  -22.81002
C  17.21758  -12.05128  -19.76888
C  18.12414  -11.25004  -20.73222
C  18.86784  -12.17656  -21.70494
C  19.33434  -13.53758  -21.19557
C  14.67983  -11.92977  -18.01862
C  13.36252  -11.17876  -17.69753
C  12.45070  -12.09442  -16.88388
C  11.09776  -11.49010  -16.49752
H  16.35730  -5.90014  -15.46414
H  15.01992  -7.07169  -15.26598
H  15.19754  -6.08524  -16.73944
H  17.40473  -8.01658  -15.84976
H  17.23236  -7.20023  -17.36807
H  15.05563  -8.52131  -17.72664
H  15.36780  -9.40677  -16.29365
H  17.49479  -10.42899  -17.32017
H  17.38149  -9.23120  -18.53206
H  15.86870  -9.13198  -20.43313
H  14.26969  -9.44126  -19.75875
H  15.44034  -11.28819  -21.88573
H  14.66993  -9.80059  -22.38058
H  12.60847  -10.43656  -21.43954
H  13.33244  -11.93012  -20.70111
H  12.17762  -12.62888  -22.71910
H  13.90530  -12.76788  -22.96576
H  13.00180  -11.42656  -23.70009
H  16.75152  -12.91246  -20.25155
H  17.92944  -12.48932  -19.06600
H  18.87842  -10.67340  -20.19249
H  17.57199  -10.49650  -21.29547
H  19.67230  -11.58316  -22.13946
H  18.18652  -12.41089  -22.53091
H  19.91098  -14.11914  -21.91184
H  18.51453  -14.18175  -20.87109
H  19.95795  -13.40933  -20.30369
H  15.09594  -12.23665  -17.05509
H  14.42384  -12.87454  -18.50535
H  12.84925  -10.85873  -18.61073
H  13.51963  -10.20465  -17.22821
H  13.03828  -12.44972  -16.03535
H  12.20667  -12.94409  -17.52928
H  11.21197  -10.74901  -15.70606
H  10.35825  -12.23255  -16.20126
H  10.64603  -10.98436  -17.35454
C  18.19680  -6.80002  -20.36080
F  18.96297  -6.33919  -21.31960
F  18.20374  -8.14604  -20.31304
F  18.69757  -6.37549  -19.19006
S  16.40320  -6.22992  -20.50718
O  15.74424  -6.68435  -19.29283
O  16.47935  -4.77593  -20.57580
O  15.88436  -6.81267  -21.72831
C  17.50954  -0.37171  -13.57109
F  16.25468  -0.54204  -14.00485
F  18.02636  0.78667  -14.00961
F  17.46525  -0.33871  -12.22386
S  18.67904  -1.80254  -14.05083
O  19.97276  -1.33162  -13.55688
O  18.19827  -2.97572  -13.34825
O  18.53162  -1.93900  -15.49376
C  13.47291  1.16967  -16.65982
F  14.41697  2.09198  -16.46788
F  14.07725  -0.01016  -16.81811
F  12.71718  1.13772  -15.56376
S  12.45918  1.59858  -18.21515
O  11.27861  0.77338  -18.04570
O  12.15555  3.04437  -18.15346
O  13.37657  1.20709  -19.27626
C  15.11195  -2.45187  -23.98282
F  15.50804  -2.99634  -22.81862
F  15.95892  -1.45984  -24.25418
F  15.22195  -3.36692  -24.95606
S  13.34404  -1.76048  -23.83898
O  13.03034  -1.44879  -25.23544
O  12.58402  -2.93056  -23.39778
O  13.42962  -0.62394  -22.93855
C  11.72880  -4.78133  -16.05461
F  11.40614  -6.07290  -16.19542
F  10.83957  -4.19050  -15.26453
F  12.90341  -4.64816  -15.42759
S  11.83757  -3.87269  -17.73375
O  10.83656  -4.48403  -18.61707
O  11.55026  -2.50064  -17.40472
O  13.15373  -4.20280  -18.26477
C  19.72307  0.92078  -22.20007
F  19.52505  0.92512  -23.52338
F  20.85884  0.21516  -21.97156
F  19.94565  2.17714  -21.77231
S  18.19392  0.13180  -21.33506
O  18.31233  0.47060  -19.91725
O  17.03527  0.73241  -21.95369
O  18.29371  -1.29682  -21.64954

Computed properties:
E_tot = -7649.27359 a.u.
charge = -2
HOMO = -2.927 eV
strongest force on any atom = 0.0459 Eh/bohr



Entry 3:
# C46H44F3LaN7O3P2S2

A molecular structure, C46H44F3LaN7O3P2S2 (the ωB97M-V functional and the def2-TZVPD basis, the OMol25 dataset).

Geometry (Å):
La  -0.83691  0.59754  1.53960
C  -1.07886  -4.03846  2.77038
C  -1.19445  -2.67224  2.94435
N  -1.43192  -1.85607  1.90518
C  -1.80124  -2.44293  0.73123
C  -1.66822  -3.84646  0.55665
N  -1.27083  -4.57590  1.58661
C  -2.45808  -1.62136  -0.28160
C  -3.42871  -2.19805  -1.11540
C  -3.99020  -1.46136  -2.15156
C  -3.60037  -0.11799  -2.25636
C  -2.72375  0.43412  -1.31823
N  -2.11171  -0.32206  -0.36234
C  -2.63674  1.86618  -1.17722
C  -3.47237  2.73991  -1.91458
N  -3.33862  4.05362  -1.78782
C  -2.54521  4.49774  -0.81344
C  -1.77023  3.67320  -0.06094
N  -1.80586  2.37004  -0.22051
C  -4.97821  -2.06117  -3.02632
C  -5.89796  -1.25652  -3.72071
C  -6.87175  -1.83565  -4.50121
N  -7.01412  -3.16552  -4.65019
C  -6.11923  -3.94220  -4.04911
C  -5.07725  -3.46184  -3.24456
H  -0.83876  -4.72015  3.55806
H  -1.01846  -2.18967  3.91816
H  -1.87415  -4.36800  -0.37930
H  -3.69979  -3.22544  -0.97656
H  -3.84680  0.43672  -3.15952
H  -4.21397  2.42311  -2.64818
H  -2.56741  5.56621  -0.62942
H  -1.10244  4.01534  0.72523
H  -5.86134  -0.17782  -3.60041
H  -7.57773  -1.25125  -5.08447
H  -6.24180  -5.00726  -4.20571
H  -4.42503  -4.16124  -2.76342
C  -0.22076  -1.53412  -3.89474
C  1.25997  -1.99490  -3.94075
C  1.23197  -3.47354  -4.37497
C  2.02390  -1.10320  -4.93902
C  1.95056  -1.93015  -2.60428
C  3.29723  -2.38091  -2.51665
C  4.00451  -2.42021  -1.31783
C  3.34105  -1.91955  -0.20238
S  3.98197  -1.79452  1.39546
C  2.38441  -1.20691  1.86486
N  1.48141  -0.92993  0.91689
C  2.01729  -1.41399  -0.29497
C  1.27103  -1.48847  -1.48814
C  2.07789  -1.04815  3.26608
C  2.79165  -1.78019  4.23315
C  2.37912  -1.69411  5.55842
C  1.30053  -0.95836  5.92418
C  0.66513  -0.15474  4.93325
C  0.98945  -0.25109  3.57690
H  -0.72922  -1.68937  -4.86569
H  -0.31996  -0.46278  -3.64090
H  -0.76492  -2.07782  -3.13781
H  0.63199  -3.64412  -5.27410
H  0.88588  -4.09752  -3.54298
H  2.25296  -3.85733  -4.59552
H  1.62347  -1.22437  -5.95207
H  3.08925  -1.38747  -4.91882
H  1.97178  -0.03558  -4.63724
H  3.79062  -2.75281  -3.40204
H  4.97381  -2.84524  -1.17797
H  0.25745  -1.10384  -1.56589
H  3.65996  -2.40472  3.96303
H  2.96464  -2.24089  6.28593
H  0.94005  -0.93713  6.95505
H  -0.12177  0.52310  5.25313
C  1.95813  4.61681  2.79578
P  2.04391  2.79166  2.68297
C  2.90336  2.42734  4.31403
C  3.44931  2.45635  1.57016
C  4.75413  2.31114  2.02466
C  5.70829  1.66323  1.26172
C  5.43940  1.41808  -0.06998
C  4.20362  1.75051  -0.60551
C  3.18160  2.25255  0.19493
P  1.50879  2.69894  -0.37579
C  1.61200  2.09156  -2.10211
C  1.82491  4.46885  -0.79813
H  2.72353  5.06161  3.45184
H  0.96842  4.84688  3.29495
H  2.06756  5.09081  1.81613
H  3.71984  3.15213  4.52587
H  3.30873  1.40632  4.37180
H  2.13224  2.51489  5.07618
H  4.99793  2.80631  2.94413
H  6.67322  1.43589  1.68566
H  6.23112  0.95127  -0.66041
H  4.08052  1.68501  -1.68320
H  1.91643  1.01775  -2.13325
H  2.30687  2.68274  -2.69710
H  0.61911  2.18556  -2.54495
H  2.87947  4.71171  -0.83346
H  1.37934  5.14439  -0.03249
H  1.28343  4.63964  -1.73796
F  -4.86779  0.78381  4.83860
C  -3.60803  1.28489  4.87657
F  -2.78581  0.33673  5.27143
F  -3.57647  2.37871  5.74327
S  -3.13742  1.94376  3.15439
O  -3.32533  0.75242  2.25461
O  -3.85741  3.13164  2.78708
O  -1.66076  2.12591  3.35967

Computed properties:
ΔE to the lowest compared entry with this formula, charge and spin = 21.04 kcal per mole
E_tot = -4198.51964 a.u.
charge = +1
HOMO = -9.699 eV
strongest force on any atom = 0.0771 Eh/bohr